The molecule C5H7NS2. Source: OMol25; level of theory: the ωB97M-V functional and the def2-TZVPD basis.

```
15
Properties=species:S:1:pos:R:3:forces:R:3
S 3.35157 -0.21558 -0.15170 -0.314 -0.055 0.052
C 1.77561 -0.36159 0.20524 0.232 0.126 -0.037
S 0.84997 -1.86463 -0.04643 -0.114 0.312 0.086
C -0.93033 -1.36040 0.18421 -0.521 -0.912 -0.105
C -1.38747 0.04587 -0.32240 0.221 0.199 -0.551
C -0.10849 0.84080 -0.52247 -0.869 -0.370 0.551
N 0.44357 1.99869 0.18191 -0.404 -0.374 0.236
C 0.80135 0.66550 0.63322 0.089 -0.347 0.038
H -1.17665 -1.43952 1.24995 0.248 -0.026 -0.219
H -1.48533 -2.20260 -0.31334 0.521 0.835 0.359
H -1.99169 0.49584 0.46282 -0.210 0.047 -0.131
H -1.96144 -0.04286 -1.26807 0.226 0.120 0.650
H 0.34421 0.62598 -1.46685 0.382 -0.009 -0.484
H 1.14820 2.39472 -0.40314 0.609 0.483 -0.417
H 0.32692 0.41976 1.57707 -0.096 -0.031 -0.028
```
Positions in Å, forces in eV/Å.

Computed properties:
* HOMO-LUMO gap: 0.3192 hartree
* ΔE to the lowest compared entry with this formula, charge and spin: 50.6 kcal/mol
* strongest force on any atom: 1.09 eV/Å
* electronic energy: -1045.76345 a.u.
* SMILES string: S=C1SCC[C@H]2N[C@H]12